1.
{
  "formula": "C41H58N9O2PSSi2TeTl",
  "method": "wB97M-V/def2-TZVPD",
  "species": ["Tl", "Te", "S", "P", "Si", "Si", "O", "O", "N", "N", "N", "N", "N", "N", "N", "N", "N", "C", "C", "C", "C", "C", "C", "C", "C", "C", "C", "C", "C", "C", "C", "C", "C", "C", "C", "C", "C", "C", "C", "C", "C", "C", "C", "C", "C", "C", "C", "C", "C", "C", "C", "C", "C", "C", "C", "C", "C", "C", "H", "H", "H", "H", "H", "H", "H", "H", "H", "H", "H", "H", "H", "H", "H", "H", "H", "H", "H", "H", "H", "H", "H", "H", "H", "H", "H", "H", "H", "H", "H", "H", "H", "H", "H", "H", "H", "H", "H", "H", "H", "H", "H", "H", "H", "H", "H", "H", "H", "H", "H", "H", "H", "H", "H", "H", "H", "H"],
  "coordinates": [[1.29, 1.59, 0.92], [0.05, -3.94, -1.60], [-3.11, -0.80, 0.31], [-1.32, 1.04, 5.18], [1.05, 1.65, -1.60], [-0.47, 3.52, 1.18], [-0.66, -0.11, 6.14], [-2.65, 1.58, 5.55], [-3.21, -6.57, 0.59], [1.08, 2.00, 5.93], [-3.15, -4.25, 0.17], [3.30, 3.24, 1.36], [-3.04, -0.21, 3.48], [-3.14, 1.47, -1.00], [-5.15, 0.37, -1.06], [-2.36, -2.80, 3.00], [-2.68, -5.13, 2.27], [5.86, 2.02, -1.07], [4.36, 2.48, 0.76], [2.66, -2.65, -2.36], [2.03, -0.30, 3.39], [-2.53, -3.92, 2.72], [-0.01, 2.19, 4.94], [-2.22, 3.24, 1.78], [-2.42, -4.23, -5.07], [0.25, 5.02, 2.14], [-0.07, 0.25, -2.27], [2.10, -4.21, -4.01], [-2.70, -5.63, -5.18], [3.89, -2.36, -2.96], [-1.09, 5.89, -2.10], [-1.51, -6.03, -3.12], [-3.64, 2.70, -1.59], [-0.06, 3.89, -3.08], [3.37, -4.04, -4.55], [4.10, -0.86, 4.31], [1.79, -3.62, -2.81], [-1.53, 0.06, 3.67], [5.03, 2.96, -0.38], [3.98, 0.61, 2.40], [6.11, 0.74, -0.66], [2.77, -0.86, 4.44], [-3.89, 0.42, -0.64], [-1.82, -3.77, -3.91], [4.75, -0.11, 3.33], [-0.59, 5.22, -3.22], [-1.31, -4.70, -3.01], [-0.48, 4.06, -0.63], [4.70, 1.21, 1.25], [0.06, 3.34, -1.80], [2.59, 0.45, 2.36], [2.60, 1.88, -2.64], [-0.99, 5.38, -0.83], [5.53, 0.35, 0.51], [-2.20, -6.52, -4.24], [4.29, -3.11, -4.04], [-6.02, -0.75, -1.08], [-3.03, -5.31, 1.01], [-4.15, 2.54, -2.53], [3.40, 3.03, 2.37], [5.66, -0.63, 0.97], [1.52, -5.04, -4.30], [-3.50, -6.78, -0.32], [4.78, 3.99, -0.70], [2.32, -1.98, -1.52], [-1.63, -2.70, -3.84], [3.26, 4.21, 1.06], [0.16, 0.20, 6.46], [-5.38, 1.12, -1.73], [-2.78, 2.47, 1.25], [-3.14, -1.24, 3.66], [-6.16, -1.02, -0.04], [0.93, 4.71, 2.98], [-0.50, 3.20, 5.02], [-1.47, 6.88, -2.18], [-3.27, -5.99, -6.03], [-2.10, 3.06, 2.85], [2.51, 1.74, -3.72], [0.39, 3.48, -4.00], [-6.92, -0.39, -1.54], [-3.60, 0.33, 4.23], [-3.19, -3.37, 0.70], [-1.17, -0.97, 3.63], [0.98, -0.38, 3.60], [3.73, -4.56, -5.41], [-1.23, 6.01, 0.00], [-5.60, -1.66, -1.64], [-1.10, -6.59, -2.34], [-2.80, 3.36, -1.73], [-0.74, 0.60, -2.98], [-2.23, 1.33, -0.61], [6.81, 0.17, -1.27], [5.81, -0.09, 3.28], [-1.28, 0.65, 2.78], [-3.45, -4.30, -0.78], [0.85, 5.50, 1.44], [-0.58, 5.75, -4.15], [-2.70, -3.61, -5.96], [2.17, -1.46, 5.10], [3.43, 1.18, -2.37], [3.04, 2.88, -2.60], [0.63, -0.44, -2.74], [1.92, 1.79, 5.41], [-4.33, 3.16, -0.88], [5.26, -3.03, -4.52], [-2.72, 4.16, 1.59], [4.51, -1.61, -2.41], [-0.60, 5.65, 2.59], [6.47, 2.36, -1.93], [-2.97, -7.37, 1.15], [0.49, 2.25, 3.89], [4.72, -1.48, 4.98], [-3.32, -0.11, 2.50], [1.21, 2.86, 6.44], [-0.63, -0.25, -1.42], [-2.30, -7.63, -4.35]],
  "mulliken_charge": [1.53, 0.42, -0.11, 0.79, -0.35, 0.36, -0.60, -0.85, -0.37, -0.67, -0.18, -0.29, 0.04, 0.62, -0.15, -0.58, -0.79, -0.40, 0.45, -0.18, -0.48, 0.43, 0.64, -0.82, -0.43, -1.41, -0.82, -0.48, -0.41, -0.27, -0.91, -0.35, -0.88, -0.39, -0.47, -0.81, 0.19, -0.07, -0.90, 0.50, -0.99, -0.94, 0.34, -0.48, -0.58, -0.76, -0.18, 0.23, 0.68, 0.73, -0.41, -1.10, -0.72, -0.72, -0.53, -0.54, -0.94, 0.73, 0.42, 0.31, 0.53, 0.48, 0.20, 0.35, 0.04, 0.44, 0.23, 0.40, 0.25, -0.20, 0.36, 0.31, 0.29, 0.51, 0.47, 0.38, 0.21, 0.50, 0.35, 0.41, 0.51, -0.09, 0.81, 0.39, 0.36, 0.37, 0.19, 0.63, -0.04, 0.64, -0.73, 0.48, 0.69, -0.59, 0.17, 0.59, 0.44, 0.37, 0.54, 0.04, 0.44, 0.35, 0.18, 0.44, 0.40, 0.63, 0.29, 0.32, 0.30, 0.24, -0.68, 0.35, -0.14, 0.26, -0.11, 0.34],
  "total_charge": 1,
  "multiplicity": 1,
  "e_homo_ev": -9.4,
  "gap_ev": 7.55
}

---

2.
{
  "formula": "C41H59As2CrN5O4Si",
  "method": "wB97M-V/def2-TZVPD",
  "species": ["As", "As", "Cr", "Si", "O", "O", "O", "O", "N", "N", "N", "N", "N", "C", "C", "C", "C", "C", "C", "C", "C", "C", "C", "C", "C", "C", "C", "C", "C", "C", "C", "C", "C", "C", "C", "C", "C", "C", "C", "C", "C", "C", "C", "C", "C", "C", "C", "C", "C", "C", "C", "C", "C", "C", "H", "H", "H", "H", "H", "H", "H", "H", "H", "H", "H", "H", "H", "H", "H", "H", "H", "H", "H", "H", "H", "H", "H", "H", "H", "H", "H", "H", "H", "H", "H", "H", "H", "H", "H", "H", "H", "H", "H", "H", "H", "H", "H", "H", "H", "H", "H", "H", "H", "H", "H", "H", "H", "H", "H", "H", "H", "H", "H"],
  "coordinates": [[-2.36, -1.65, -0.41], [0.62, -2.70, -1.02], [-0.17, -0.23, -0.25], [-1.32, 1.79, 1.94], [4.77, 3.68, -1.55], [2.45, 2.79, -0.89], [6.74, 2.65, -1.65], [1.35, 0.98, -0.30], [0.26, -0.59, 1.88], [-0.14, 1.10, -4.38], [3.81, -0.53, -0.42], [-0.47, 0.21, -2.26], [5.80, 0.28, -0.89], [0.13, 0.74, 2.56], [-1.49, 4.39, 3.13], [-2.91, 1.43, 2.87], [-0.86, 3.58, 2.19], [-1.96, 2.72, -3.73], [5.56, 2.63, -1.43], [-1.47, 1.33, 0.14], [-1.36, -6.21, 0.29], [-0.69, -3.99, -0.35], [1.68, -1.04, 2.01], [2.30, -3.62, -0.75], [-1.10, 5.71, 3.30], [3.70, 0.82, -0.69], [1.32, 3.01, -5.11], [-3.85, -1.36, 0.80], [-2.67, -5.78, 0.44], [-2.99, -4.45, 0.20], [2.12, -1.24, 3.45], [-4.12, 1.87, 2.32], [0.08, -2.69, 3.31], [0.56, 5.45, 1.58], [-2.97, 0.79, 4.12], [0.78, 1.61, -5.40], [-5.36, 0.99, 4.18], [-0.38, -5.32, -0.11], [1.13, -2.11, 4.25], [0.30, 0.49, -3.27], [-1.55, 1.48, -4.52], [-0.08, 6.24, 2.53], [-5.33, 1.65, 2.96], [-0.65, -1.59, 2.54], [5.10, -0.81, -0.53], [-4.17, 0.57, 4.76], [5.75, -2.12, -0.25], [-2.00, -3.55, -0.19], [2.43, 1.58, -0.62], [0.17, 4.13, 1.41], [4.94, 1.34, -1.00], [1.75, 0.14, -3.18], [-3.30, -1.55, -2.11], [0.39, -3.07, -2.92], [3.12, -1.69, 3.43], [-2.61, -1.70, -2.93], [-3.58, -1.68, 1.81], [1.60, 0.91, -5.52], [1.79, -1.97, 1.44], [2.36, 1.05, -3.15], [-3.75, -0.56, -2.19], [-6.30, 0.81, 4.68], [-4.09, -0.30, 0.83], [-6.25, 2.00, 2.51], [-2.05, 0.48, 4.61], [-3.44, -6.47, 0.74], [0.52, 3.75, -5.12], [0.64, -5.68, -0.22], [1.65, -2.92, 4.76], [3.83, 3.42, -1.31], [2.04, 3.29, -5.87], [0.37, -4.15, -3.08], [5.01, -2.90, -0.15], [3.08, -2.98, -1.16], [0.64, -1.52, 5.02], [-1.11, -7.24, 0.49], [0.24, 1.60, -6.35], [1.02, 1.32, 2.31], [-4.08, -2.30, -2.14], [-1.41, 0.58, -2.37], [1.95, -0.42, -2.27], [0.22, 7.27, 2.66], [-2.51, 1.20, -0.18], [-2.16, 0.62, -4.22], [2.31, -4.58, -1.26], [2.08, -0.44, -4.04], [-4.11, 2.39, 1.37], [1.21, -2.63, -3.49], [-2.29, 3.99, 3.74], [-1.03, 2.13, -0.46], [-1.73, 2.64, -2.67], [-4.02, -4.12, 0.33], [-0.55, -2.64, -3.27], [-1.31, -1.05, 3.22], [-1.60, 6.33, 4.04], [-0.68, -3.25, 3.87], [6.79, 0.38, -1.06], [-3.03, 2.89, -3.84], [-4.71, -1.92, 0.46], [6.31, -2.07, 0.69], [-1.45, 3.61, -4.11], [-1.28, -2.06, 1.80], [-1.74, 1.62, -5.58], [2.49, -3.76, 0.32], [1.81, 3.05, -4.14], [2.30, -0.31, 1.51], [0.68, 3.53, 0.67], [0.53, -3.40, 2.62], [1.36, 5.86, 0.98], [6.45, -2.39, -1.04], [2.25, -0.27, 3.93], [0.14, 0.61, 3.65], [-4.19, 0.07, 5.72]],
  "mulliken_charge": [1.92, 1.65, -0.37, -0.46, -0.60, -0.92, -0.63, 0.55, 1.36, 0.27, -0.21, 0.96, -0.06, -1.16, -0.53, 0.81, 0.53, -0.47, 0.64, 0.08, -0.93, 0.53, -0.48, -1.69, -0.75, 0.13, -0.91, -1.32, -0.86, -1.05, -0.79, -0.36, -0.84, -0.84, -0.23, -0.68, -0.58, -0.82, -0.85, 1.25, -0.88, -0.56, -0.63, 1.03, 0.16, -0.83, -1.37, -0.28, -0.21, -0.16, 0.31, -1.48, -1.41, -1.24, 0.52, 0.16, 0.29, 0.33, -0.27, 0.31, 0.43, 0.41, 0.38, 0.42, 0.38, 0.43, 0.28, 0.38, 0.51, 0.43, 0.41, 0.53, 0.22, 0.41, 0.28, 0.44, 0.44, 0.67, 0.58, -0.45, -1.08, 0.39, 1.01, 0.25, 0.64, 0.90, 0.43, 0.43, 0.35, 0.15, -0.06, 0.42, 0.12, -0.13, 0.42, 0.55, 0.26, 0.39, 0.73, 0.33, 0.30, -1.67, 0.45, 0.44, 0.14, -0.30, -0.09, 0.21, 0.49, 0.43, 0.24, 0.79, 0.43],
  "total_charge": 1,
  "multiplicity": 4,
  "e_homo_ev": [-10.7, -10.8],
  "gap_ev": [8.71, 8.71]
}

---

3.
{
  "formula": "C41H59BrN6O2SSi2Ti",
  "method": "wB97M-V/def2-TZVPD",
  "species": ["Br", "Ti", "S", "Si", "Si", "O", "O", "N", "N", "N", "N", "N", "N", "C", "C", "C", "C", "C", "C", "C", "C", "C", "C", "C", "C", "C", "C", "C", "C", "C", "C", "C", "C", "C", "C", "C", "C", "C", "C", "C", "C", "C", "C", "C", "C", "C", "C", "C", "C", "C", "C", "C", "C", "C", "H", "H", "H", "H", "H", "H", "H", "H", "H", "H", "H", "H", "H", "H", "H", "H", "H", "H", "H", "H", "H", "H", "H", "H", "H", "H", "H", "H", "H", "H", "H", "H", "H", "H", "H", "H", "H", "H", "H", "H", "H", "H", "H", "H", "H", "H", "H", "H", "H", "H", "H", "H", "H", "H", "H", "H", "H", "H", "H"],
  "coordinates": [[3.05, 0.00, 3.24], [-0.31, 0.27, -0.11], [-2.89, -3.03, 0.71], [-0.82, 2.21, -1.86], [4.42, 0.23, -1.85], [-1.35, 2.81, 3.48], [-1.24, 1.08, 1.22], [-1.32, -0.34, 3.07], [1.83, -2.59, 0.53], [-0.02, -0.54, 2.89], [-3.98, -1.38, -1.01], [-1.72, -1.18, -0.93], [-0.52, -1.71, -0.54], [-0.19, -2.94, -0.72], [-1.01, -3.83, -1.59], [1.00, 3.70, -0.22], [5.14, 1.93, -2.06], [2.02, -1.53, 3.70], [1.07, -3.46, -0.12], [-4.93, 2.96, 4.00], [2.80, 0.40, -1.01], [-3.03, 1.09, -3.30], [-5.38, 1.82, 3.34], [2.65, -2.62, 4.13], [-0.23, 5.04, -1.92], [0.21, 1.98, -3.48], [3.38, -4.35, 1.00], [0.41, -5.65, 3.83], [1.67, 2.43, -3.33], [1.68, 0.50, -0.51], [-3.23, 3.52, -2.85], [2.01, -3.93, 4.38], [-3.09, 1.30, 2.74], [0.24, 0.48, -3.85], [5.57, -0.82, -0.83], [1.37, -4.81, -0.20], [-0.35, 2.76, -4.68], [-2.84, -1.82, -0.46], [2.55, -5.27, 0.38], [1.93, -5.98, 5.65], [-4.45, 1.00, 2.71], [-2.72, 2.19, -2.27], [-0.35, 3.85, -0.95], [-3.56, 1.89, -1.02], [-3.58, 3.28, 4.03], [0.97, -4.41, 3.58], [-2.66, 2.45, 3.41], [4.12, -0.57, -3.50], [2.97, -3.02, 1.05], [-1.38, 4.26, 0.11], [0.57, -1.38, 3.65], [-2.12, 0.37, 2.07], [2.50, -4.74, 5.40], [0.88, -6.44, 4.87], [0.84, 0.35, -4.76], [-0.41, 3.83, -4.49], [5.18, -1.83, -0.71], [4.31, -4.66, 1.46], [-4.77, 0.10, 2.19], [3.56, -1.50, -3.38], [-4.27, 3.39, -3.17], [-1.34, 2.42, -5.00], [0.71, -5.51, -0.70], [5.30, 2.42, -1.09], [5.07, -0.80, -3.99], [-6.43, 1.57, 3.32], [0.07, 5.93, -1.36], [1.00, 2.89, 0.51], [-1.58, 3.48, 0.84], [0.44, -7.41, 5.06], [0.32, 2.62, -5.54], [3.72, -2.56, 4.29], [2.81, -6.32, 0.34], [-3.22, 4.33, -2.11], [-0.40, -6.00, 3.20], [6.54, -0.89, -1.33], [-3.30, 0.94, -0.55], [-1.71, -3.24, -2.18], [-1.58, -4.56, -1.02], [0.00, -2.00, 4.34], [2.22, 2.13, -4.23], [2.32, -6.59, 6.46], [-2.33, 4.57, -0.33], [-1.00, 5.13, 0.66], [-2.56, 0.14, -3.05], [1.83, 3.52, -0.90], [-0.33, -4.37, -2.27], [-0.82, 2.26, 2.89], [-2.69, -0.35, 1.49], [-3.98, -0.58, -1.62], [-1.18, 5.28, -2.41], [5.73, -0.40, 0.17], [4.47, 2.57, -2.65], [0.72, -0.11, -3.06], [-2.69, 1.35, -4.30], [6.10, 1.88, -2.58], [0.51, 4.89, -2.70], [3.59, -2.28, 1.54], [-3.46, 2.66, -0.25], [1.20, 4.62, 0.34], [-4.12, 0.95, -3.36], [-1.83, -0.95, 3.69], [-4.62, 1.84, -1.30], [0.62, -3.81, 2.74], [-0.75, 0.07, -4.04], [-5.64, 3.61, 4.49], [3.54, 0.09, -4.15], [3.32, -4.39, 6.02], [-4.84, -1.69, -0.59], [2.16, 1.98, -2.47], [1.77, 3.51, -3.25], [-3.23, 4.17, 4.53], [-2.66, 3.85, -3.72]],
  "mulliken_charge": [-0.06, -0.70, -0.39, -1.64, -0.04, -0.76, 0.33, 0.32, 0.38, 0.02, -0.10, 0.24, 0.70, 0.48, -2.60, -1.73, -1.02, 0.15, 0.99, -0.35, 0.01, -2.33, -0.96, -0.79, -1.72, 3.37, -1.07, -0.94, -1.46, 0.43, -1.88, 0.47, 0.44, -1.54, -0.94, -1.04, -1.83, -0.43, -0.79, -0.54, -0.19, 3.78, 3.22, -1.76, -0.86, -0.02, 0.43, -0.94, -0.75, -2.73, -0.67, -0.05, -0.72, -0.49, 0.61, 0.33, 0.19, 0.52, 0.45, 0.26, 0.56, 0.31, 0.50, 0.31, 0.42, 0.42, 0.57, 0.17, 0.73, 0.40, 0.56, 0.47, 0.44, 0.37, 0.46, 0.39, -0.27, 0.33, 0.42, 0.53, 0.70, 0.38, 0.27, 0.64, 0.16, 0.25, 0.72, 0.31, -0.61, 0.03, 0.31, 0.30, 0.26, 0.06, 0.36, 0.36, 0.30, 0.87, 0.43, 0.62, 0.59, 0.38, 0.58, 0.65, 0.26, 0.39, 0.25, 0.44, 0.30, -0.85, 0.18, 0.47, 0.28],
  "multiplicity": 1,
  "e_homo_ev": -7.9,
  "gap_ev": 7.37
}